Entry from the OMol25 dataset: one molecule with the formula C6H12O (the ωB97M-V functional and the def2-TZVPD basis).

## Properties
total charge: 0
E_tot: -311.008155 Ha
orbital gap: 0.396 Ha
spin multiplicity: 1
largest force on an atom: 1.62 eV Å⁻¹
structure (SMILES): C[C@H]1CO[C@@H](C)C1
relative energy (zero: lowest compared OMol25 entry of this formula, charge and spin): 32.1 kcal per mole
lowest unoccupied orbital energy: 1.20 eV

Positions of all 19 atoms, in Å:
H1 0.91172 0.65718 2.77832
H2 1.15380 -0.17617 -0.36121
H3 -1.16977 0.50770 1.41373
C1 0.36764 -0.58019 0.29283
H4 1.74549 1.45870 1.43878
H5 0.76781 -1.38815 0.90728
C2 -0.16478 -2.03296 -1.73755
H6 0.22238 2.34904 -0.44296
C3 -0.20114 0.67752 0.91961
H7 -1.59847 -0.74424 -0.74746
H8 0.82267 -2.44577 -1.49119
C4 0.76581 1.31199 1.90958
H9 -0.18962 -1.78190 -2.79538
O1 -0.19550 0.55726 -1.50291
H10 -0.88828 -2.84761 -1.57564
C5 -0.51718 -0.79560 -0.90539
C6 -0.43919 1.46887 -0.40650
H11 0.40968 2.27901 2.27817
H12 -1.46846 1.83277 -0.49620

Atoms 1-3, force components in eV/Å:
H -0.05 0.13 -0.16
H 1.07 -0.56 1.09
H 0.25 -0.15 -0.09

For reference, the Löwdin charges in units of e are:
1 H 0.08
2 H 0.14
3 H 0.14
4 C -0.15
5 H 0.08
6 H 0.13
7 C -0.03
8 H 0.12
9 C -0.35
10 H 0.14
11 H 0.08
12 C -0.08
13 H 0.08
14 O -0.15
15 H 0.08
16 C -0.33
17 C -0.16
18 H 0.08
19 H 0.12